{"formula": "C89H196F8N13O16S8", "method": "the ωB97M-V functional and the def2-TZVPD basis", "species": ["C", "C", "C", "C", "N", "C", "C", "C", "C", "C", "H", "H", "H", "H", "H", "H", "H", "H", "H", "H", "H", "H", "H", "H", "H", "H", "H", "H", "H", "H", "C", "C", "C", "C", "N", "C", "C", "C", "C", "C", "H", "H", "H", "H", "H", "H", "H", "H", "H", "H", "H", "H", "H", "H", "H", "H", "H", "H", "H", "H", "C", "C", "C", "C", "N", "C", "C", "C", "C", "C", "H", "H", "H", "H", "H", "H", "H", "H", "H", "H", "H", "H", "H", "H", "H", "H", "H", "H", "H", "H", "C", "C", "C", "C", "N", "C", "C", "C", "C", "C", "H", "H", "H", "H", "H", "H", "H", "H", "H", "H", "H", "H", "H", "H", "H", "H", "H", "H", "H", "H", "C", "C", "C", "C", "N", "C", "C", "C", "C", "C", "H", "H", "H", "H", "H", "H", "H", "H", "H", "H", "H", "H", "H", "H", "H", "H", "H", "H", "H", "H", "C", "C", "C", "C", "N", "C", "C", "C", "C", "C", "C", "C", "H", "H", "H", "H", "H", "H", "H", "H", "H", "H", "H", "H", "H", "H", "H", "H", "H", "H", "H", "H", "H", "H", "H", "H", "C", "C", "C", "C", "N", "C", "C", "C", "C", "C", "C", "C", "H", "H", "H", "H", "H", "H", "H", "H", "H", "H", "H", "H", "H", "H", "H", "H", "H", "H", "H", "H", "H", "H", "H", "H", "C", "C", "C", "C", "N", "C", "C", "C", "C", "C", "C", "C", "H", "H", "H", "H", "H", "H", "H", "H", "H", "H", "H", "H", "H", "H", "H", "H", "H", "H", "H", "H", "H", "H", "H", "H", "C", "C", "C", "C", "N", "C", "C", "C", "C", "C", "C", "C", "H", "H", "H", "H", "H", "H", "H", "H", "H", "H", "H", "H", "H", "H", "H", "H", "H", "H", "H", "H", "H", "H", "H", "H", "N", "S", "O", "O", "F", "S", "O", "O", "F", "N", "S", "O", "O", "F", "S", "O", "O", "F", "N", "S", "O", "O", "F", "S", "O", "O", "F", "N", "S", "O", "O", "F", "S", "O", "O", "F"], "coordinates": [[11.956816, -0.046439, -2.726039], [11.263108, -1.239154, -3.457314], [10.452509, -0.849823, -4.719917], [9.067581, -0.309986, -4.260672], [8.314859, 0.521670, -5.281763], [8.030276, -0.188070, -6.593264], [6.985654, 0.746728, -7.234974], [6.088777, 1.222875, -6.046262], [6.966970, 0.746834, -4.776298], [9.091243, 1.798467, -5.454523], [12.275046, 0.683997, -3.483919], [12.859889, -0.306873, -2.238438], [11.325594, 0.412324, -2.001971], [10.576696, -1.838584, -2.806307], [12.088224, -1.855888, -3.737614], [10.305130, -1.809717, -5.266060], [10.990374, -0.097618, -5.281128], [9.057817, 0.433860, -3.466458], [8.509220, -1.205441, -4.021096], [8.989020, -0.277222, -7.092885], [7.544415, -1.153124, -6.345915], [7.482976, 1.505830, -7.814667], [6.447465, 0.152519, -7.952563], [6.132426, 2.330250, -5.923424], [5.104788, 0.771442, -6.076916], [6.910569, 1.501899, -3.998342], [6.502580, -0.130601, -4.363050], [9.139757, 2.407807, -4.525473], [8.564699, 2.342799, -6.212386], [10.123914, 1.622943, -5.745936], [1.934564, 3.326925, 7.945882], [1.765377, 3.710408, 9.389392], [0.991513, 2.761230, 10.248753], [1.315396, 1.338011, 9.904412], [0.586128, 0.153495, 10.535377], [-0.906549, 0.269364, 10.430988], [-1.360285, 0.873388, 11.756776], [-0.189583, 0.813858, 12.668086], [0.805377, -0.127423, 11.980717], [1.059569, -1.047971, 9.787850], [2.513798, 4.069469, 7.409474], [0.903722, 3.310016, 7.578657], [2.442717, 2.389261, 7.648274], [1.402323, 4.734068, 9.439985], [2.727250, 3.653571, 9.963216], [-0.116041, 2.975529, 10.140992], [1.284216, 2.990476, 11.235016], [2.386894, 1.215178, 10.144553], [1.246304, 1.152712, 8.825131], [-1.394615, -0.728953, 10.304991], [-1.137922, 0.904356, 9.534725], [-2.239747, 0.358267, 12.140430], [-1.709398, 1.870921, 11.563930], [-0.339284, 0.451043, 13.664031], [0.398275, 1.753322, 12.684102], [0.482903, -1.119056, 12.190032], [1.845623, 0.086657, 12.257403], [0.884701, -0.834942, 8.741155], [0.394659, -1.864411, 10.091853], [2.165466, -1.130474, 10.009755], [-3.690248, 8.218290, -12.939061], [-4.342564, 7.511934, -11.764493], [-4.171596, 5.996948, -11.990244], [-5.506518, 5.276299, -11.588699], [-5.472983, 3.780042, -11.755464], [-6.817009, 3.211607, -11.351993], [-6.548449, 1.740409, -11.190709], [-5.135298, 1.664749, -10.675083], [-4.576969, 3.087741, -10.798338], [-5.125511, 3.475883, -13.201382], [-2.652837, 8.102369, -12.918891], [-3.787639, 9.316806, -12.833921], [-4.118243, 7.833664, -13.890967], [-5.412010, 7.737478, -11.739558], [-3.891374, 7.867821, -10.872678], [-3.322333, 5.494259, -11.486828], [-3.939526, 5.858611, -13.044274], [-6.377449, 5.673805, -12.158704], [-5.668992, 5.508486, -10.512740], [-7.555073, 3.464881, -12.042884], [-7.075740, 3.660897, -10.380521], [-6.628445, 1.146590, -12.082728], [-7.319224, 1.222139, -10.595014], [-4.510154, 1.060351, -11.300150], [-4.943629, 1.333810, -9.668092], [-3.539367, 3.063194, -11.069827], [-4.748309, 3.673269, -9.888018], [-5.708015, 4.145378, -13.852964], [-5.324722, 2.441949, -13.469379], [-4.041054, 3.569749, -13.372563], [1.308130, -9.839902, -10.622157], [0.532311, -8.932931, -9.646120], [0.178352, -7.607937, -10.321969], [-0.609844, -6.706835, -9.382129], [-0.059328, -5.315385, -9.270249], [-1.068472, -4.479525, -8.510986], [-1.246907, -3.108769, -9.292906], [-0.070274, -3.176181, -10.330511], [0.142849, -4.683863, -10.592459], [1.171786, -5.337742, -8.420900], [1.327773, -10.864616, -10.243924], [2.381844, -9.569675, -10.676985], [0.867355, -9.910788, -11.634008], [1.054099, -8.700913, -8.715979], [-0.444781, -9.369375, -9.334307], [-0.404936, -7.864546, -11.143153], [1.063131, -7.159483, -10.686367], [-0.621519, -7.106683, -8.381972], [-1.652880, -6.575085, -9.813855], [-0.664061, -4.431233, -7.536037], [-2.005102, -5.030870, -8.478765], [-1.172797, -2.305298, -8.514602], [-2.154011, -3.005141, -9.861210], [0.788613, -2.669804, -9.950591], [-0.343520, -2.571514, -11.236731], [1.092816, -4.975038, -11.002156], [-0.686269, -4.978109, -11.209563], [1.985208, -5.927745, -8.883952], [0.982250, -5.770625, -7.459852], [1.505650, -4.343722, -8.270868], [-5.509224, 8.559774, -1.689809], [-4.201079, 8.601865, -0.855351], [-4.316791, 9.065956, 0.632244], [-4.150640, 10.594994, 0.783031], [-3.991347, 11.118803, 2.209339], [-2.928135, 10.355118, 2.903932], [-2.539355, 11.208463, 4.074525], [-2.927177, 12.693114, 3.707269], [-3.432109, 12.525568, 2.275725], [-5.321840, 11.134516, 2.927078], [-5.701289, 9.570026, -2.073729], [-6.360395, 8.392111, -1.014992], [-5.481774, 7.820729, -2.485155], [-3.398493, 9.147065, -1.317389], [-3.816353, 7.533240, -0.795391], [-3.546326, 8.635282, 1.220462], [-5.313807, 8.771226, 1.006731], [-4.944125, 11.112971, 0.245378], [-3.285804, 10.879139, 0.216564], [-3.443265, 9.429245, 3.207517], [-2.173478, 10.258105, 2.163034], [-2.996708, 10.842475, 4.928385], [-1.478193, 11.202820, 4.177725], [-3.657097, 13.255499, 4.327745], [-2.160635, 13.379186, 3.718553], [-4.150370, 13.232044, 1.919258], [-2.556342, 12.522670, 1.509863], [-5.209406, 11.738865, 3.849273], [-5.677928, 10.138344, 3.174549], [-6.043158, 11.676953, 2.303134], [-8.444930, -2.482577, 3.615588], [-7.134088, -1.973998, 2.992225], [-6.611994, -0.634745, 3.459601], [-5.447664, -0.197520, 2.623837], [-4.958280, 1.131487, 2.996404], [-3.672881, 1.517002, 2.160354], [-2.991480, 2.542739, 3.018831], [-3.383758, 2.261370, 4.456427], [-4.326677, 1.057519, 4.417219], [-5.959418, 2.179999, 2.949431], [-6.792432, 2.292777, 1.646073], [-7.971841, 3.255981, 1.873885], [-8.647971, -3.583583, 3.361434], [-9.280275, -1.838865, 3.323423], [-8.374865, -2.403202, 4.677209], [-7.332464, -1.898716, 1.876869], [-6.348188, -2.735597, 2.963964], [-6.420994, -0.608142, 4.510375], [-7.396489, 0.127672, 3.326954], [-5.636877, -0.190202, 1.537860], [-4.595461, -0.883653, 2.728646], [-3.941420, 1.782041, 1.066293], [-3.067222, 0.656397, 2.257355], [-3.090772, 3.593408, 2.710737], [-1.943736, 2.347525, 2.827202], [-3.860762, 3.087647, 4.992335], [-2.559263, 1.965383, 5.057526], [-5.099610, 1.204002, 5.178186], [-3.886521, 0.073822, 4.526478], [-5.405915, 3.167614, 3.033633], [-6.624259, 2.062508, 3.806823], [-7.181442, 1.355411, 1.281259], [-6.127097, 2.720729, 0.866292], [-8.708514, 2.721700, 2.479568], [-8.411526, 3.553177, 0.924161], [-7.682153, 4.172097, 2.405196], [3.247781, -4.021019, 7.741438], [3.947196, -3.905523, 6.363417], [5.115564, -2.892338, 6.337689], [4.731828, -1.462026, 5.914722], [5.723659, -0.381375, 5.977125], [5.959773, 0.080354, 7.347298], [4.676622, 0.970462, 7.711316], [4.355075, 1.693588, 6.339034], [5.097024, 0.818999, 5.313862], [7.033174, -0.709812, 5.350431], [7.002014, -1.240552, 3.929490], [8.490227, -1.428306, 3.564200], [3.941066, -4.218361, 8.497276], [2.492208, -4.826444, 7.711335], [2.746681, -3.127016, 7.990848], [3.193252, -3.649964, 5.698992], [4.304162, -4.917045, 6.162909], [5.939058, -3.290475, 5.735053], [5.465461, -2.898321, 7.339153], [3.864464, -1.045943, 6.459835], [4.332988, -1.525096, 4.856281], [6.966510, 0.631621, 7.339369], [6.102412, -0.783936, 7.998168], [4.858632, 1.700151, 8.499562], [3.827077, 0.347828, 7.962667], [4.873225, 2.629259, 6.346681], [3.316807, 1.777118, 6.096525], [5.979102, 1.280865, 4.779404], [4.398954, 0.436888, 4.510102], [7.448732, -1.420438, 6.085038], [7.612435, 0.174654, 5.341022], [6.578259, -0.545343, 3.223092], [6.358517, -2.155693, 3.894075], [9.114883, -0.704576, 4.061229], [8.773214, -1.443762, 2.480028], [8.835485, -2.450621, 3.778055], [-1.107165, -7.620079, 8.008922], [-0.076678, -7.025750, 7.108819], [-0.306947, -7.144488, 5.601812], [-0.413949, -8.656919, 5.227158], [-0.539117, -8.713408, 3.690106], [-0.158152, -10.098303, 3.242586], [0.014315, -9.892473, 1.721615], [0.618704, -8.481753, 1.542989], [0.455336, -7.837718, 2.940201], [-1.983047, -8.328822, 3.290939], [-3.065358, -8.745279, 4.287188], [-4.444948, -8.349937, 3.898071], [-1.316267, -8.682173, 7.910646], [-2.087024, -7.109463, 7.843063], [-0.820054, -7.450847, 9.078266], [0.879176, -7.498350, 7.377054], [0.050605, -5.971195, 7.333600], [0.402514, -6.625408, 4.964905], [-1.197833, -6.614365, 5.385243], [-1.245223, -9.201272, 5.658298], [0.493507, -9.143377, 5.465045], [-0.919498, -10.825241, 3.606076], [0.769041, -10.309530, 3.750762], [-0.965871, -9.933639, 1.292925], [0.647912, -10.644343, 1.213821], [0.050845, -7.871752, 0.792596], [1.684524, -8.607932, 1.236591], [0.139853, -6.771058, 2.976697], [1.375994, -8.029265, 3.467707], [-2.153397, -8.720658, 2.270483], [-1.937508, -7.275150, 3.128947], [-2.793838, -8.249047, 5.223622], [-3.006776, -9.816023, 4.408390], [-5.117831, -8.587842, 4.734100], [-4.759551, -8.824967, 2.965802], [-4.524703, -7.295698, 3.814499], [-2.525589, -2.490401, -0.155591], [-1.835130, -1.443641, 0.715956], [-0.380594, -1.225049, 0.357080], [-0.167243, 0.082924, -0.440727], [1.168205, 0.278798, -1.212657], [1.479497, -0.983447, -2.073805], [2.862543, -1.366119, -1.729646], [2.950671, -1.058172, -0.247173], [2.340705, 0.291362, -0.220341], [0.901206, 1.514705, -1.965092], [2.013149, 2.034592, -2.885329], [1.694808, 3.438139, -3.354927], [-2.257551, -2.340000, -1.194499], [-3.588491, -2.457687, -0.078094], [-2.105427, -3.470019, 0.038363], [-1.847766, -1.632091, 1.793800], [-2.279399, -0.416605, 0.654547], [-0.085704, -2.127517, -0.244603], [0.245080, -1.268356, 1.212262], [-0.281314, 0.971670, 0.180273], [-0.878425, 0.146633, -1.240000], [1.362604, -0.778905, -3.133280], [0.841842, -1.768362, -1.710964], [3.625959, -0.854895, -2.282066], [3.030546, -2.410265, -1.842600], [3.945318, -1.056496, 0.165511], [2.384422, -1.794527, 0.335355], [3.080367, 1.034340, -0.474767], [1.962152, 0.502075, 0.757829], [0.664042, 2.307951, -1.186362], [-0.015884, 1.249986, -2.504924], [2.128213, 1.427821, -3.828514], [2.942077, 1.936009, -2.343248], [0.575970, 3.557808, -3.526804], [2.142615, 3.596182, -4.380405], [2.105778, 4.197776, -2.697907], [-0.700933, -1.632409, 5.206272], [-0.742418, -2.876073, 6.245240], [0.526509, -3.361369, 6.666798], [-1.626267, -3.876076, 5.766759], [-1.519817, -2.356213, 7.551602], [0.018410, -0.348952, 5.705418], [1.372380, -0.201919, 5.300018], [-0.376228, 0.122780, 7.012909], [-0.740527, 0.746013, 4.681609], [2.961480, 2.656318, 1.398624], [1.686699, 2.901179, 2.311447], [1.811795, 2.594481, 3.720369], [0.491460, 2.541650, 1.539881], [1.487315, 4.469016, 2.309149], [4.338522, 2.235592, 2.087798], [4.378353, 0.818111, 2.396711], [4.824230, 3.037439, 3.139409], [5.293731, 2.347122, 0.855475], [-2.637904, 1.069220, -3.183904], [-3.282262, 0.601888, -4.524109], [-2.570174, -0.219506, -5.426772], [-3.962450, 1.668357, -5.110739], [-4.382287, -0.429981, -3.979765], [-3.105637, 1.975634, -2.080008], [-4.172151, 2.905285, -2.393091], [-1.995166, 2.345056, -1.129737], [-3.978587, 0.847831, -1.058305], [0.095829, -2.285270, -5.289191], [0.929561, -1.200299, -6.077763], [1.680470, -0.331268, -5.263724], [0.166042, -0.625890, -7.168796], [2.079237, -2.077798, -6.942977], [0.823906, -3.394377, -4.469115], [0.125235, -3.529143, -3.213593], [2.266587, -3.442272, -4.386468], [0.404709, -4.682248, -5.278331]], "forces_ev_per_angstrom": [[-0.9, -0.1, -1.6], [-0.2, 0.7, 0.7], [-0.5, -0.3, 1.2], [0.7, 0.0, -0.8], [0.8, -1.3, 0.5], [-0.2, 0.8, 0.4], [0.1, -0.9, 0.2], [2.7, 0.5, 0.8], [-2.7, 1.4, -0.8], [-0.3, 0.4, 0.3], [-0.3, 0.0, 0.2], [0.8, -0.7, 0.6], [-0.6, 0.6, 0.5], [0.8, 0.4, -0.2], [0.2, -0.8, -0.5], [0.0, 1.0, -0.1], [0.3, -0.2, -0.4], [0.6, -0.7, 0.7], [-0.6, 0.2, 0.2], [-0.2, -0.3, -0.4], [0.7, 0.4, -0.1], [0.0, 0.6, 0.0], [-0.5, -0.1, -0.3], [-0.8, -0.8, -0.7], [-0.1, 0.3, 0.2], [0.5, 0.1, 0.1], [0.4, -0.8, 0.1], [-0.4, -0.7, -0.4], [0.1, 0.6, -0.3], [-0.2, -0.3, -0.2], [-0.3, -0.1, -0.7], [2.7, -0.5, 0.8], [-3.3, -0.1, -0.6], [1.1, -0.5, -0.1], [0.0, -0.7, -0.5], [-1.0, 0.2, -1.0], [-1.3, 0.2, -0.6], [2.6, 0.7, 0.0], [-0.1, 1.7, 0.6], [0.6, 0.3, 0.0], [-0.2, 0.4, -0.1], [0.2, -0.1, -0.7], [-0.6, 0.3, 0.9], [-0.1, -0.1, 0.3], [-0.1, 0.8, -1.0], [1.0, -0.4, 0.2], [-0.1, 0.1, 1.4], [-0.3, -0.4, 0.0], [-0.4, 0.1, 0.4], [0.9, 0.7, -0.2], [0.2, -0.8, 0.8], [0.1, -0.2, 0.0], [0.0, 0.6, 0.2], [-0.4, 0.1, 0.6], [-1.0, -0.1, 0.5], [0.3, -1.1, -0.2], [-0.3, -0.4, -0.1], [0.1, -0.2, -0.3], [0.8, -0.1, 0.0], [-1.4, -0.5, -0.3], [-1.7, 1.2, -0.2], [0.0, -0.7, -1.2], [-0.8, -0.9, 0.3], [0.9, 1.0, 0.2], [-0.3, 0.5, -1.2], [0.9, -0.4, 1.0], [-1.1, -1.2, 0.6], [1.2, 0.6, 0.1], [-0.6, 0.1, 1.1], [0.2, -0.1, -0.2], [1.8, -0.7, -0.2], [-0.4, -0.5, -0.4], [0.4, 0.6, 0.5], [0.1, 0.1, 0.1], [0.2, 0.1, 1.1], [-0.4, 0.6, 0.2], [-0.3, -0.1, -0.2], [0.7, -0.4, 0.3], [-0.1, -0.4, -0.6], [-1.1, 0.5, -1.3], [0.2, 0.0, -0.3], [0.0, 0.3, -0.9], [0.4, 0.6, 0.4], [0.1, -0.7, -0.4], [-0.4, -0.2, 0.4], [0.4, 0.5, -0.3], [0.5, -0.4, 0.1], [0.3, -0.3, 0.3], [-0.5, -0.1, 0.3], [-0.5, 0.5, 0.3], [0.4, -0.5, 0.6], [-0.7, 0.0, -0.5], [0.2, -0.6, 1.9], [-1.0, 0.3, -1.6], [-0.2, -0.7, 1.0], [-1.3, 0.8, -1.6], [1.9, -0.8, 1.2], [-0.9, 0.9, -0.3], [-0.5, 1.8, 0.3], [1.0, -0.9, -1.1], [-0.1, 0.0, 0.0], [-0.6, 0.2, -0.2], [0.2, 0.4, 0.5], [0.4, -0.3, 0.0], [0.7, -0.1, -0.2], [-1.1, -0.1, -1.7], [1.0, 0.7, -0.4], [-0.3, -0.1, 0.4], [1.1, -0.2, 0.9], [0.0, 0.7, 1.1], [0.0, 0.0, 0.1], [0.1, -0.4, -1.1], [-0.6, -0.4, 0.2], [0.8, 0.1, 0.5], [0.2, -1.0, 0.6], [0.3, 0.0, -0.2], [-0.2, -0.6, -0.4], [-0.6, 0.3, -0.1], [-0.5, -0.2, 0.4], [0.3, 1.1, 0.1], [0.2, 1.4, 1.1], [0.0, -2.1, 0.8], [-1.3, 1.1, -0.6], [-0.5, -0.3, -0.6], [-1.1, 0.6, -1.1], [-1.9, -0.4, 0.7], [0.7, 2.0, -1.1], [-2.3, -1.2, -0.3], [1.8, -0.3, -1.6], [0.2, 0.8, 0.4], [0.0, -0.3, -0.4], [0.2, -0.4, -0.2], [0.0, 0.1, 0.0], [0.3, 0.4, -0.5], [-0.4, 1.2, 0.0], [0.6, -0.9, 0.4], [0.5, -0.1, 0.1], [-0.4, 0.2, 0.6], [0.9, 0.2, 0.1], [1.0, 0.0, -0.2], [0.8, -0.6, -0.4], [-0.7, -0.4, 1.9], [0.7, -0.3, 0.4], [0.0, -1.1, -0.1], [2.3, 1.1, -0.1], [-0.6, 0.4, -0.1], [-1.4, 0.1, 1.4], [0.0, -0.6, -0.4], [0.2, -0.1, -0.2], [0.2, -0.4, 0.0], [0.3, -0.9, -0.6], [-0.6, -0.7, -2.3], [-1.3, 0.4, -0.8], [0.7, -0.8, -0.8], [2.5, -0.4, 0.6], [-2.3, 0.9, -0.7], [1.0, 1.1, -0.7], [-0.5, -0.4, 0.4], [-1.0, 1.2, -0.5], [-0.7, 2.1, -0.7], [0.9, 1.1, 0.0], [0.3, -0.4, 0.3], [0.2, 1.8, 0.2], [0.0, -0.3, -0.2], [0.0, -0.2, 1.0], [0.1, 0.2, 1.0], [0.0, 0.0, 0.7], [0.5, -0.3, 0.8], [-0.1, -0.4, 0.0], [-0.3, 0.0, 0.4], [-0.1, 0.1, 0.1], [0.5, -0.6, 1.9], [0.4, -1.2, -0.5], [-0.5, -0.3, 0.1], [0.5, 0.1, 0.3], [0.0, 0.0, -0.4], [0.9, 0.0, 0.4], [-0.1, -0.4, -0.3], [0.3, 0.0, -0.1], [-0.7, -1.2, 0.2], [0.1, 0.1, 0.0], [0.0, -0.4, 0.0], [-0.4, -0.4, 0.2], [-0.2, 0.3, -0.1], [-0.1, -0.1, 0.0], [0.0, -0.2, -0.1], [-0.4, -0.6, -1.7], [0.7, -0.3, 1.9], [-0.1, 0.0, -0.1], [-2.1, -1.4, -1.2], [-0.2, 0.7, -0.6], [0.2, 1.3, 1.7], [1.0, 0.0, -1.5], [2.1, -1.6, 0.7], [-0.2, 0.1, -2.5], [-0.6, -1.5, 0.3], [0.2, -0.8, 0.0], [0.2, -1.8, -1.4], [1.2, -0.5, 1.3], [0.4, 0.4, 0.1], [-0.7, 1.1, 0.3], [-1.3, 0.4, -1.7], [0.2, 0.2, -0.4], [-0.2, 0.2, -0.1], [0.7, 0.2, 1.1], [0.3, -0.6, -0.1], [0.7, 0.2, 1.0], [-1.7, -0.4, 0.1], [-0.1, 0.1, 0.0], [0.1, -0.3, 0.1], [0.0, -0.3, 0.4], [-0.2, 0.9, 0.0], [-0.4, 0.1, -0.2], [-1.4, 0.1, 0.7], [1.0, 0.6, 0.9], [0.4, 0.0, -0.7], [0.6, 1.0, 0.4], [-0.5, 0.5, 0.1], [0.9, 0.5, -0.2], [0.3, 0.2, 0.1], [-0.8, 0.7, 0.7], [0.0, 0.3, 0.8], [-1.6, 0.7, 1.1], [1.6, 0.1, -0.4], [-0.3, -1.6, 1.0], [0.0, 2.5, -1.6], [-1.0, -0.4, 0.7], [-0.6, 0.2, -0.6], [0.5, -0.7, 0.1], [-0.5, 0.3, -0.2], [0.0, -0.3, -0.1], [0.3, -0.7, -0.9], [1.5, 0.3, 0.0], [-0.8, -0.5, 0.2], [0.3, -0.2, -0.2], [0.5, -0.3, 0.3], [-0.3, -0.1, -0.9], [0.1, 0.1, -0.2], [-0.1, 0.2, 0.1], [0.6, -0.2, 0.6], [-1.4, 0.3, -0.3], [0.2, 0.1, 0.0], [1.0, -0.6, 0.3], [0.5, 0.5, -0.6], [0.4, -0.2, 0.0], [-0.4, -0.2, -0.5], [-0.5, 0.2, 0.5], [0.7, -0.7, 0.4], [-0.9, 0.6, 0.3], [0.4, -0.9, -0.1], [0.4, 0.5, 0.4], [0.0, -0.1, 0.6], [-0.2, 0.9, 0.3], [-0.4, -0.2, 0.0], [0.0, -0.5, 0.3], [0.0, -0.3, -0.5], [-0.2, 0.0, 0.2], [0.0, 1.1, -0.4], [1.1, 0.6, 0.0], [-0.3, 1.7, 0.5], [0.9, -0.8, -1.9], [0.5, -0.8, 0.0], [0.4, -1.9, 1.4], [-0.4, 1.0, -0.2], [0.9, -0.7, 0.9], [-0.1, -0.5, -0.3], [-0.8, 0.4, 0.5], [0.0, 1.3, 0.0], [-0.5, -1.4, -0.9], [-0.6, 0.4, -1.6], [-0.1, 0.4, -0.4], [-0.8, -0.2, 0.2], [-0.2, -0.4, 0.4], [-0.4, -0.5, -0.1], [-0.3, -1.0, -0.3], [-0.1, 0.8, 0.4], [0.6, 0.2, 1.0], [0.1, -0.2, 0.0], [-0.7, -0.2, -0.2], [-0.4, 0.2, 0.1], [-0.5, 0.0, -0.4], [0.4, 0.5, -0.4], [0.0, -0.9, -0.7], [0.4, 0.1, 0.0], [-0.1, 0.2, -0.2], [-0.2, 0.3, -0.3], [-0.4, 0.5, 0.3], [0.2, -0.9, -1.0], [0.2, 0.7, -0.2], [-0.3, 0.1, 1.2], [0.5, 0.4, 0.1], [1.3, 0.0, 0.5], [-0.3, 0.0, 1.1], [-0.3, 0.2, 0.1], [-0.4, -1.5, 1.4], [-1.1, -0.3, -0.9], [0.7, 0.8, 0.6], [-0.5, -0.1, -0.7], [0.8, 0.2, -0.5], [-0.8, 2.9, -1.1], [0.5, -0.3, 0.3], [0.4, -0.3, -0.3], [0.7, -1.5, 1.1], [0.5, 0.4, 0.8], [-1.8, 0.2, -0.3], [0.0, -0.2, -1.5], [1.7, -0.3, 1.3], [0.7, 0.3, 0.1], [-1.3, -2.4, 0.6], [-0.2, 0.4, -0.8], [0.6, 1.5, 0.3], [-0.1, 0.5, -0.2], [2.3, -1.5, -0.2], [-1.7, -1.2, -0.3], [1.6, -0.4, 0.7], [-1.5, 1.9, -0.9], [0.3, 0.6, 0.2], [-0.7, 1.0, 4.0], [1.6, -0.7, 0.5], [-3.0, -0.7, -2.8], [1.0, 1.1, -1.0], [0.9, 0.5, -1.2], [-1.2, -0.6, -3.5], [1.1, 0.6, 0.8], [0.7, -0.9, 1.5], [-0.9, 0.6, 1.0], [0.2, -0.2, 3.0], [0.3, -0.3, -0.8], [-1.1, 0.3, -0.8], [0.1, -0.3, -0.4]], "homo_ha": -0.572, "gap_ev": 9.5372, "total_energy_ha": -9407.10976, "charge": 5}